1.
Molecular formula: C4H6N2
Method: DFT, wB97M-V/def2-TZVPD

Calculated values
Energy above the lowest of the compared OMol25 structures with the same formula, charge and spin in kJ/mol: 360.3
SMILES string: [H]/N=C/C=C\N=C
Total charge: 0

CARTESIAN COORDINATES (ANGSTROEM)
H -1.9396 -1.8217 0.8000
N -1.5812 -1.0018 0.3145
C -0.9635 -1.2479 -0.8519
C 0.2102 -0.5051 -1.1975
C 0.9806 0.3329 -0.3997
N 0.7114 1.4374 0.2448
C 0.3609 1.8363 1.3729
H -1.1846 -2.2400 -1.3682
H 0.9077 -1.0040 -1.8624
H 2.0835 0.2967 -0.7097
H 0.3675 1.0355 2.1177
H 0.0471 2.8817 1.5396



2.
Molecular formula: C8H23B2NO8
Method: DFT, wB97M-V/def2-TZVPD

Calculated values
Electronic energy in Eh: -1025.1233
SMILES string: CCOB(O)OC(=O)NB(O)OC.CCO.CCO
Total charge: 0

CARTESIAN COORDINATES (ANGSTROEM)
C -1.2737 -1.4035 -1.0915
C -1.1146 -0.3073 0.0970
O 0.0482 -0.6851 0.8824
B 0.9288 0.4188 1.1055
O 2.2552 0.4179 0.4994
O 0.6239 1.5708 1.9569
C 1.1693 1.3480 3.2504
O 1.1119 0.1863 3.7399
N 1.7829 2.4401 4.0537
B 3.1838 2.0107 4.4940
O 4.2632 2.4978 3.6815
O 3.2588 1.1348 5.6081
C 4.5376 1.1115 6.2772
H -1.0868 -2.4677 -0.7058
H -0.4819 -1.1291 -1.8795
H -2.3223 -1.3672 -1.5446
H -2.0899 -0.3827 0.7070
H -1.0456 0.7291 -0.3882
H 2.2931 1.1165 -0.1857
H 1.2432 2.4514 4.9433
H 4.5988 3.3652 4.0106
H 5.3313 1.8142 5.8742
H 4.8977 0.0198 6.2776
H 4.3637 1.4030 7.3811
C 0.0224 2.8542 -4.0458
C -1.3345 2.7494 -3.3783
O -1.2250 2.0406 -2.1487
H 0.4348 1.8597 -4.2341
H -0.0494 3.3917 -4.9943
H 0.7328 3.3770 -3.3985
H -2.0344 2.2083 -4.0179
H -1.7483 3.7424 -3.1763
H -0.6113 2.5302 -1.5852
C -3.8768 -5.2700 -3.4322
C -3.1793 -4.2657 -2.5360
O -2.2166 -3.5278 -3.2790
H -3.1517 -5.9583 -3.8734
H -4.6154 -5.8475 -2.8710
H -4.3817 -4.7642 -4.2606
H -2.6587 -4.7758 -1.7231
H -3.8992 -3.5655 -2.0996
H -2.6843 -3.0720 -3.9904



3.
Molecular formula: C8H8ClFN2O3
Method: DFT, wB97M-V/def2-TZVPD

Calculated values
Energy above the lowest of the compared OMol25 structures with the same formula, charge and spin in kJ/mol: 121.7
Total charge: 0

CARTESIAN COORDINATES (ANGSTROEM)
C 2.2098 -1.8568 -0.7400
C 1.7661 -0.5303 1.3371
C 2.4967 -0.8517 0.2656
C 1.0222 -2.3608 -0.9668
C -0.5093 1.1195 -0.2378
C 0.4632 -1.1704 1.7269
C -0.5706 -1.1978 0.6593
C -1.2498 1.8900 -1.2981
N -1.0315 -0.1518 -0.0764
N -1.3940 -2.3470 0.5553
O 0.4203 1.5262 0.4099
O -1.1593 -3.3104 1.2635
O -2.3222 -2.2762 -0.2502
F 0.5847 -3.2862 -1.7834
Cl 3.9979 -0.0272 0.0079
H 3.0601 -2.1493 -1.3595
H 2.1263 0.2460 1.9929
H 0.6234 -2.2163 2.0189
H 0.0635 -0.6414 2.5993
H -2.2837 2.0480 -0.9990
H -0.7694 2.8516 -1.4488
H -1.2506 1.3380 -2.2352
H -1.8192 -0.4498 -0.6610



4.
Molecular formula: C3H6INO2
Method: DFT, wB97M-V/def2-TZVPD

Calculated values
Energy above the lowest of the compared OMol25 structures with the same formula, charge and spin in kJ/mol: 410.8
Total charge: 0

CARTESIAN COORDINATES (ANGSTROEM)
C 0.7015 0.9656 0.1348
C -1.4475 0.3086 1.2061
C 1.9947 0.1056 -1.4200
N -0.3950 0.2422 0.1756
O 1.1321 1.8062 0.8058
O -0.5857 -0.9747 -0.5232
I 3.2414 -1.4732 -0.6167
H -1.2619 -0.3189 2.0772
H -1.4623 1.3870 1.4903
H -2.4179 -0.0110 0.7687
H 2.7257 0.8337 -1.5279
H 1.5056 -0.2949 -2.3273
H 0.1681 -0.9975 -1.1441



5.
Molecular formula: C4H4N4O
Method: DFT, wB97M-V/def2-TZVPD

Calculated values
Energy above the lowest of the compared OMol25 structures with the same formula, charge and spin in kJ/mol: 314.9
SMILES string: N#CCN(CC#N)N=O
Total charge: 0

CARTESIAN COORDINATES (ANGSTROEM)
N 3.0339 0.3583 -0.6561
C 2.1383 0.1356 0.0381
C 0.9442 -0.1589 0.8786
N -0.1974 -0.5524 0.1541
C -0.7986 0.3059 -0.8334
C -1.3917 1.5182 -0.2117
N -1.7303 2.4471 0.3799
N -0.5882 -1.8380 0.3458
O -1.5606 -2.1889 -0.3149
H 0.6858 0.6844 1.5488
H 1.1063 -0.9467 1.6427
H -0.0738 0.5487 -1.6382
H -1.5679 -0.3134 -1.3339



6.
Molecular formula: C7H9N3S
Method: DFT, wB97M-V/def2-TZVPD

Calculated values
Energy above the lowest of the compared OMol25 structures with the same formula, charge and spin in kJ/mol: 363.4
SMILES string: CN1C=C[C@@H](c2cncs2)N1
Total charge: 0

CARTESIAN COORDINATES (ANGSTROEM)
C 0.1803 -1.7442 1.9376
N 1.0705 -1.1464 1.0042
C 0.9760 -1.7160 -0.2769
C 1.0757 -0.7801 -1.2511
C 1.0205 0.6247 -0.5537
C -0.2705 1.2227 -0.8027
C -1.2496 1.4355 0.0957
N -2.3954 1.8764 -0.3507
C -2.3912 2.1038 -1.6137
S -0.8815 1.6395 -2.3647
N 1.1627 0.2620 0.8859
H 0.2128 -2.7615 1.8459
H 0.5283 -1.4966 3.0473
H -0.7905 -1.4916 1.7952
H 0.9596 -2.7183 -0.3478
H 1.1623 -0.8681 -2.3116
H 1.9900 1.2026 -0.9573
H -1.1316 1.3391 1.2093
H -3.3267 2.3885 -2.2225
H 2.0984 0.6279 1.2317



7.
Molecular formula: C6H10O
Method: DFT, wB97M-V/def2-TZVPD

Calculated values
Energy above the lowest of the compared OMol25 structures with the same formula, charge and spin in kJ/mol: 380.8
Total charge: 0

CARTESIAN COORDINATES (ANGSTROEM)
C -1.5774 -0.3905 -0.4408
C -0.6841 -0.9898 0.6386
O 0.5801 -1.3943 0.0456
C 1.6442 -0.6488 0.0948
C 1.9126 0.5778 0.6924
C 0.9354 1.4048 1.2693
C -0.9419 0.7382 -1.2607
H -2.4781 -0.0243 0.0674
H -1.8975 -1.1971 -1.1105
H -0.4785 -0.2773 1.4369
H -1.1048 -1.9256 1.0172
H 2.4480 -1.1476 -0.4514
H 0.1213 0.5573 -1.4352
H 2.9766 0.8246 0.6095
H 1.4477 2.3070 1.6553
H -1.4175 0.8097 -2.2433
H -1.0141 1.7014 -0.7516



8.
Molecular formula: C4H10OS
Method: DFT, wB97M-V/def2-TZVPD

Calculated values
Energy above the lowest of the compared OMol25 structures with the same formula, charge and spin in kJ/mol: 14.2
SMILES string: C1CCSC1.O
Total charge: 0

CARTESIAN COORDINATES (ANGSTROEM)
C 0.7841 0.8244 -0.3718
C -0.1741 1.9584 -0.0137
C -1.6706 1.5514 -0.4134
S -1.5961 -0.3002 -0.3773
C 0.1178 -0.4702 0.0816
H 1.7904 1.0068 0.0518
H 0.8964 0.7044 -1.4666
H 0.1778 2.8596 -0.5517
H -0.0222 2.1320 1.0690
H -1.8980 1.9935 -1.4025
H -2.4586 1.8800 0.2913
H 0.2854 -0.5325 1.1741
H 0.6015 -1.3505 -0.3838
O 0.9676 -3.7932 0.5107
H 1.6028 -4.5351 0.3906
H 0.5957 -3.9286 1.4116



Values of M, in order: 82.1 282.9 234.6 215.0 124.1 167.2 98.1 106.2, all in g mol⁻¹.